[1]
{
  "formula": "C19H28N6O",
  "method": "ωB97M-V with the def2-TZVPD basis set",
  "symbols": ["C", "N", "C", "C", "C", "N", "C", "C", "C", "N", "N", "C", "C", "C", "N", "C", "O", "C", "C", "C", "C", "C", "C", "C", "C", "N", "H", "H", "H", "H", "H", "H", "H", "H", "H", "H", "H", "H", "H", "H", "H", "H", "H", "H", "H", "H", "H", "H", "H", "H", "H", "H", "H", "H"],
  "coordinates": [[2.723, -3.902, -3.775], [1.843, -2.870, -3.309], [2.180, -1.648, -2.851], [1.008, -1.003, -2.512], [0.834, 0.381, -1.980], [2.019, 0.816, -1.257], [2.089, 2.249, -1.055], [1.120, 2.766, 0.015], [1.406, 2.037, 1.330], [0.578, 2.555, 2.402], [1.065, 3.616, 3.046], [0.175, 3.964, 3.951], [-0.931, 3.115, 3.906], [-0.644, 2.225, 2.886], [-1.429, 1.126, 2.511], [-1.991, 0.891, 1.289], [-1.768, 1.567, 0.311], [-2.899, -0.336, 1.299], [-3.490, -0.607, -0.096], [-3.218, -2.083, -0.385], [-1.917, -2.354, 0.362], [-2.127, -1.619, 1.684], [1.299, 0.530, 1.124], [2.250, 0.114, -0.012], [0.008, -1.940, -2.819], [0.529, -3.056, -3.296], [2.109, -4.750, -4.072], [3.410, -4.211, -2.984], [3.304, -3.557, -4.633], [3.197, -1.319, -2.788], [-0.090, 0.428, -1.383], [0.703, 1.067, -2.825], [3.116, 2.483, -0.752], [1.897, 2.745, -2.008], [1.258, 3.839, 0.157], [0.089, 2.585, -0.286], [2.429, 2.283, 1.643], [0.356, 4.798, 4.599], [-1.812, 3.136, 4.514], [-1.810, 0.610, 3.291], [-3.688, -0.136, 2.030], [-2.972, 0.024, -0.820], [-4.551, -0.366, -0.141], [-4.016, -2.703, 0.028], [-3.144, -2.290, -1.451], [-1.077, -1.921, -0.183], [-1.723, -3.416, 0.503], [-2.740, -2.231, 2.348], [-1.185, -1.409, 2.191], [0.286, 0.258, 0.839], [1.560, -0.004, 2.040], [3.283, 0.317, 0.291], [2.152, -0.958, -0.196], [-1.054, -1.838, -2.722]],
  "mulliken_charge": [-0.852, 0.712, -0.918, 0.567, 0.070, 0.058, -1.113, -0.310, -0.320, 1.106, -1.375, -0.417, -0.973, 0.531, 0.144, -0.356, -0.646, 0.375, -1.043, -0.764, 0.091, -1.174, 0.841, -1.574, -1.035, -0.970, 0.296, 0.306, 0.312, 0.550, -0.056, 0.499, 0.454, 0.513, 0.456, 0.025, 0.325, 0.468, 0.413, 0.358, 0.619, 0.270, 0.382, 0.312, 0.442, -0.385, 0.479, 0.400, 0.532, -0.812, 0.554, 0.366, 0.624, 0.645],
  "smiles": "Cn1cc(CN2CCC(n3nccc3NC(=O)C3CCCC3)CC2)cn1",
  "relative_energy_kcal_mol": 40.73,
  "lumo_ev": 0.661,
  "gap_ev": 8.970,
  "energy_ha": -1144.57527,
  "spin_multiplicity": 1
}

[2]
{
  "formula": "C5H6O2",
  "method": "ωB97M-V with the def2-TZVPD basis set",
  "symbols": ["C", "O", "C", "C", "O", "C", "C", "H", "H", "H", "H", "H", "H"],
  "coordinates": [[0.145, 0.240, 1.526], [0.769, 1.197, 0.642], [0.388, 0.881, -0.662], [0.545, -0.555, -1.142], [0.725, -1.461, -0.072], [-0.358, -0.848, 0.630], [-0.781, 0.019, -0.774], [-0.682, 0.699, 2.076], [0.921, -0.066, 2.240], [0.491, 1.687, -1.370], [0.924, -0.860, -2.106], [-1.366, -1.094, 0.345], [-1.721, 0.162, -1.332]],
  "mulliken_charge": [-0.491, -0.432, -0.295, -0.171, -0.390, -0.018, -0.420, 0.264, 0.315, 0.399, 0.392, 0.441, 0.406],
  "relative_energy_kcal_mol": 109.78,
  "lumo_ev": 0.992,
  "gap_ev": 9.646,
  "energy_ha": -344.42696,
  "spin_multiplicity": 1
}